Entry 1:
A gas-phase ion, C4H10N3 (charge +1) in a non-equilibrium geometry, computed with ωB97M-V/def2-TZVPD.

The orbital gap is 11.436 eV. Its total charge is +1. For the energy above the lowest of the compared OMol25 structures with the same formula, charge and spin, the calculation gives 2.723 eV. The largest force on an atom comes out at 4.632 eV/A.

XYZ file:
```
17
Properties=species:S:1:pos:R:3:forces:R:3
C -1.966088 -1.740132 0.497915 -0.70 1.53 0.05
C -0.058073 -0.249434 -0.109907 -4.46 -1.22 -0.29
C -1.049562 2.025841 -0.231765 -1.85 1.08 -1.34
C 2.415061 -0.545881 -0.122652 -1.16 1.98 0.83
N -1.528604 -0.941934 -0.388597 3.47 1.49 0.27
N 0.010977 1.059274 0.003700 -0.71 0.47 -0.07
N 0.990061 -0.994159 -0.151050 1.30 -1.94 0.72
H -2.999008 -2.123503 0.380236 0.85 -0.12 -0.24
H -1.507824 -1.796201 1.465246 0.35 -0.66 0.53
H -1.863435 2.103799 0.466674 -0.40 -1.43 0.73
H -0.780277 3.089879 -0.061706 1.10 -0.82 -0.85
H -1.533843 1.861537 -1.244015 0.79 0.42 1.11
H 2.808123 -0.507795 0.938025 -0.22 -1.01 -1.23
H 2.446478 0.612892 -0.317655 0.36 -2.55 -0.75
H 2.780456 -1.287912 -0.854979 1.25 1.22 0.54
H 0.903837 1.472088 -0.163373 0.61 0.03 0.22
H 0.931728 -2.038360 -0.106098 -0.58 1.53 -0.23
```
Forces are in eV/Å.

Löwdin population analysis, charges in e, atoms 1 to 5:
1 C -0.008
2 C -0.262
3 C -0.054
4 C 0.002
5 N 0.104


Entry 2:
A single C5H5NO4S molecule in a non-equilibrium geometry, computed with ωB97M-V/def2-TZVPD.

The orbital gap is 10.216 eV. For the energy above the lowest of the compared OMol25 structures with the same formula, charge and spin, the calculation gives 3.176 eV. The largest force on an atom comes out at 6.398 eV/A.

XYZ file:
```
16
Properties=species:S:1:pos:R:3:forces:R:3
C -1.959311 -2.010816 -0.272753 2.46 5.87 -0.64
C 0.034218 -0.167520 -0.191759 2.39 -1.00 -0.20
C -1.255654 -0.379743 -0.503702 -2.13 -4.17 1.04
C 2.016010 0.838680 0.382625 0.09 2.19 -3.54
C 2.231666 -0.630074 0.194350 1.63 -3.47 1.26
N -2.515316 -2.950379 0.066752 -0.28 -0.68 -0.03
O -2.027242 1.568927 1.034111 0.07 0.03 -0.77
O -2.341116 1.817048 -1.489879 0.54 -0.75 1.54
O 0.615538 1.039136 -0.049103 -0.35 -1.34 0.41
O 0.951990 -1.183903 -0.078920 -2.24 1.37 -0.92
S -2.302108 1.012770 -0.270620 -2.24 0.78 -0.77
H 2.166450 1.379219 1.286668 -0.04 -0.38 1.13
H 2.569184 1.463282 -0.414265 -0.46 -1.14 1.25
H 2.986414 -0.988369 -0.616556 -1.41 1.10 1.22
H 2.432073 -1.291848 1.116094 0.72 1.75 -0.95
H -3.602800 0.483583 -0.193047 1.24 -0.14 -0.03
```
Forces are in eV/Å.

Löwdin population analysis, charges in e, atoms 1 to 5:
1 C -0.108
2 C -0.375
3 C -0.155
4 C -0.059
5 C -0.131


Entry 3:
2 unconnected molecules or ions with the total composition C6H11FN in a non-equilibrium geometry, computed with ωB97M-V/def2-TZVPD.

The orbital gap (spin up / spin down) is 8.649 / 7.199 eV. Its total charge is +1. For the energy above the lowest of the compared OMol25 structures with the same formula, charge and spin, the calculation gives 4.617 eV. The largest force on an atom comes out at 3.875 eV/A.

XYZ file:
```
19
Properties=species:S:1:pos:R:3:forces:R:3
C -0.449582 1.192829 1.345233 0.03 0.44 2.30
C 1.476353 -1.356785 -0.584043 -1.80 1.93 1.41
C 0.925577 -1.431244 0.839391 1.99 -0.91 3.20
C 0.577514 -0.319943 0.064041 -1.29 -0.39 -2.21
C 0.383638 1.919526 -0.893920 -1.19 0.26 -1.07
C -2.168157 -0.977038 -0.571887 0.65 0.89 -1.75
N 0.134677 0.937126 0.192615 0.93 -0.77 0.30
F -2.596428 -0.008541 0.190472 -0.35 0.49 1.06
H -0.592709 2.224570 1.674384 -0.31 -0.37 -0.46
H -0.464655 0.369773 2.125030 -0.20 1.17 -1.29
H 2.465187 -1.024833 -0.576936 1.63 -0.05 -0.78
H 1.021575 -1.926751 -1.357561 0.08 -0.49 -0.50
H 0.494284 -2.302414 1.377863 -0.68 0.76 -1.06
H 1.689175 -1.052385 1.607579 -0.57 -0.54 -0.96
H 1.314689 1.638972 -1.327669 0.69 -0.21 -0.37
H 0.455002 2.999864 -0.636787 -0.37 -1.05 0.58
H -0.408454 1.780820 -1.682651 0.70 0.19 0.91
H -1.978602 -1.923793 -0.161833 -0.02 -0.99 0.68
H -2.279080 -0.739751 -1.623325 0.07 -0.37 0.03
```
Forces are in eV/Å.

Löwdin population analysis, charges in e, atoms 1 to 5:
1 C 0.127
2 C 0.032
3 C -0.097
4 C -0.235
5 C 0.048


Entry 4:
2 unconnected molecules or ions with the total composition C4H8NO3, computed with ωB97M-V/def2-TZVPD.

The orbital gap is 8.078 eV. Its total charge is -1. For the energy above the lowest of the compared OMol25 structures with the same formula, charge and spin, the calculation gives 0.444 eV. The largest force on an atom comes out at 0.673 eV/A.

XYZ file:
```
16
Properties=species:S:1:pos:R:3:forces:R:3
C 2.408605 0.892005 -1.736080 -0.44 -0.22 -0.32
C 1.467815 1.399916 -0.666638 0.00 -0.25 -0.39
O 1.742869 2.365053 0.032238 0.12 0.15 0.10
N 0.309850 0.734793 -0.565727 -0.47 0.14 0.47
H -0.288433 1.007358 0.198964 -0.16 -0.04 -0.16
H 0.030199 -0.127470 -1.015943 0.28 0.08 -0.03
H 3.302788 1.499102 -1.734768 0.14 0.06 -0.15
H 1.908105 0.879624 -2.716962 0.21 0.29 0.25
H 2.642331 -0.149300 -1.544252 0.23 -0.20 0.18
C -1.399763 -0.860908 2.078803 -0.46 -0.21 0.36
C -1.474933 -1.370239 0.616197 -0.03 0.21 0.27
O -0.701891 -2.316838 0.355741 0.06 -0.02 -0.28
O -2.252903 -0.758589 -0.154829 0.16 0.01 0.00
H -1.099061 -1.696170 2.706898 0.33 0.03 0.11
H -2.368877 -0.524261 2.468807 0.10 0.16 -0.34
H -0.678653 -0.040231 2.188768 -0.07 -0.20 -0.07
```
Forces are in eV/Å.

Löwdin population analysis, charges in e, atoms 1 to 5:
1 C -0.023
2 C -0.616
3 O -0.001
4 N 0.181
5 H 0.093


Entry 5:
A molecular structure, C49H47Cl2N4O2Ta, computed with ωB97M-V/def2-TZVPD.

The orbital gap is 6.237 eV. Its total charge is +2. For the energy above the lowest of the compared OMol25 structures with the same formula, charge and spin, the calculation gives 0.924 eV. The largest force on an atom comes out at 0.803 eV/A.

XYZ file:
```
105
Properties=species:S:1:pos:R:3:forces:R:3
Ta -0.234248 0.177263 0.034981 -0.43 -0.62 -0.28
C -1.607538 3.551314 -0.331848 -0.04 0.00 -0.03
C -1.901198 2.315928 -1.153217 0.00 0.12 0.04
C -1.496747 2.301650 -2.497788 0.03 0.00 -0.01
C -0.683323 3.466508 -2.997440 -0.03 0.00 -0.03
C -1.919997 1.273382 -3.348823 -0.06 0.00 -0.01
C -1.501865 1.282247 -4.795872 -0.02 -0.02 0.00
C -2.737065 0.246101 -2.849885 0.02 0.00 -0.03
C -3.230875 -0.854159 -3.753352 -0.01 0.01 0.01
C -3.168954 0.260847 -1.513333 0.09 -0.07 0.03
C -4.115176 -0.821711 -1.057392 -0.01 -0.01 0.01
C -2.783730 1.322105 -0.663345 0.27 0.12 0.12
C -3.528308 1.644039 0.619279 -0.04 0.02 0.00
H -2.254065 4.371995 -0.655661 0.01 0.00 -0.01
H -0.578612 3.884331 -0.453984 0.01 0.00 0.00
H -1.790535 3.405552 0.727357 -0.01 0.00 -0.01
H 0.295347 3.509543 -2.512887 0.01 -0.01 0.01
H -1.187599 4.406978 -2.769072 0.00 0.00 0.00
H -0.524742 3.441342 -4.069054 0.00 0.00 0.02
H -2.192860 1.879775 -5.396175 0.00 0.00 0.01
H -1.480571 0.286175 -5.224715 -0.01 -0.01 0.00
H -0.506701 1.697542 -4.922829 0.01 0.00 -0.01
H -4.164769 -0.553513 -4.237149 0.01 0.00 -0.01
H -3.425989 -1.772625 -3.208050 -0.01 0.01 -0.01
H -2.524497 -1.098695 -4.540091 0.03 -0.01 0.01
H -3.645651 -1.805392 -1.133358 -0.01 0.00 -0.01
H -5.002055 -0.850592 -1.691909 0.00 0.01 0.01
H -4.455783 -0.699090 -0.035109 0.01 0.00 0.00
H -4.102301 2.560457 0.465927 0.00 0.00 0.00
H -2.871256 1.822416 1.470928 0.00 0.00 0.01
H -4.235233 0.871565 0.899711 0.00 0.01 -0.02
Cl 0.834638 -0.453980 3.545776 0.01 0.03 -0.03
C 1.912402 -1.541516 2.733482 -0.02 -0.03 0.06
C 2.955972 -2.138555 3.467436 0.01 0.01 0.01
C 3.816123 -2.993318 2.844624 -0.01 -0.02 0.00
Cl 5.078471 -3.723997 3.762688 0.00 0.00 0.00
C 3.691808 -3.287395 1.458108 0.01 0.00 0.02
C 4.560203 -4.146010 0.745428 0.00 0.01 0.02
C 4.357250 -4.334680 -0.588980 -0.01 0.01 -0.02
C 3.290362 -3.660202 -1.221553 0.00 -0.01 0.00
N 2.459964 -2.862920 -0.599227 -0.02 0.02 -0.01
C 2.645687 -2.683258 0.730979 0.00 0.03 0.00
C 1.742885 -1.813531 1.406493 0.03 -0.07 -0.15
O 0.735299 -1.262993 0.686252 0.08 0.45 0.22
H 3.062582 -1.918314 4.519770 0.00 0.00 0.00
H 5.370612 -4.637825 1.264838 0.00 0.00 0.00
H 4.999611 -4.984679 -1.166043 0.00 0.00 0.00
H 3.123171 -3.790167 -2.286094 0.00 0.00 0.00
N -1.809726 -0.610322 1.364201 -0.20 0.12 -0.14
C -2.643204 -1.042122 2.048431 0.17 -0.02 0.16
N -3.566113 -1.521153 2.807329 0.03 -0.03 -0.02
C -4.465516 -0.629485 3.580890 -0.02 0.00 0.00
C -4.102940 -0.743130 5.053076 0.00 -0.02 0.00
O -4.145763 -2.090091 5.469069 0.00 0.01 0.00
C -3.191107 -2.882504 4.795608 0.00 0.01 0.00
C -3.488116 -2.917880 3.305457 0.00 -0.01 0.01
H -5.486041 -0.972356 3.409355 0.00 0.00 -0.01
H -4.361559 0.390044 3.214061 0.00 0.00 0.01
H -4.824570 -0.196293 5.656999 0.00 0.00 0.00
H -3.103598 -0.321407 5.227006 0.00 0.00 0.00
H -3.254335 -3.885604 5.212547 0.00 0.00 0.00
H -2.179702 -2.490596 4.967990 0.00 0.00 0.00
H -4.457426 -3.379316 3.116825 0.00 0.00 -0.01
H -2.720030 -3.451695 2.748459 0.00 0.00 0.00
C -0.648338 -4.105265 -3.506126 -0.01 0.00 0.00
C -1.205816 -3.675419 -2.282787 -0.01 -0.04 -0.02
C -0.909171 -2.436867 -1.791531 0.03 0.04 0.00
C -0.025174 -1.563896 -2.469274 0.01 0.03 -0.02
C 0.320342 -0.272085 -1.953974 0.05 0.04 0.02
C 1.203330 0.514154 -2.667741 0.01 -0.08 -0.03
C 1.764362 0.076219 -3.883585 0.00 0.03 0.01
C 1.434482 -1.152285 -4.381281 0.00 0.00 -0.01
C 0.533764 -2.001838 -3.691804 -0.02 -0.02 0.01
C 0.196664 -3.283592 -4.195017 0.00 0.01 0.00
H -0.897893 -5.083119 -3.895138 0.00 0.00 0.00
H -1.875712 -4.331831 -1.742024 0.00 0.00 0.00
H -1.377394 -2.126987 -0.857543 0.00 -0.01 0.02
H 1.490899 1.488151 -2.293521 0.01 0.02 0.01
H 2.458245 0.715091 -4.414906 0.00 0.00 0.00
H 1.861529 -1.497528 -5.315609 0.00 0.00 0.00
H 0.623794 -3.601676 -5.138568 0.00 0.00 0.01
N 0.842326 1.595967 0.486691 0.06 -0.05 0.02
C 1.898898 2.233510 0.920016 -0.06 -0.05 0.05
C 1.846083 2.993961 2.160622 -0.01 0.01 0.04
C 3.014914 3.231214 2.897229 0.00 0.00 -0.01
C 2.947694 3.898854 4.106959 0.00 0.00 0.01
C 1.723979 4.346374 4.585443 0.00 0.00 0.00
C 0.555474 4.109773 3.866182 0.00 -0.01 0.00
C 0.614264 3.425890 2.669983 0.00 0.00 0.00
C 3.143016 2.140133 0.146470 0.04 0.03 -0.01
C 3.521863 0.922238 -0.427243 -0.02 0.01 0.03
C 4.694706 0.835208 -1.153622 -0.01 0.00 0.00
C 5.476599 1.968020 -1.347160 0.00 0.00 0.00
C 5.095184 3.187168 -0.801435 0.00 0.00 0.00
C 3.942513 3.273753 -0.040654 -0.02 -0.02 0.00
H 3.965310 2.860546 2.540315 0.01 0.00 -0.01
H 3.849189 4.068469 4.679276 0.00 0.00 0.00
H 1.677282 4.879046 5.526090 0.00 0.00 0.00
H -0.393179 4.466666 4.243490 0.00 0.00 0.00
H -0.284750 3.239285 2.100109 0.03 0.01 0.02
H 2.912851 0.038737 -0.283784 0.00 0.00 -0.02
H 4.997741 -0.114621 -1.573697 0.00 0.00 0.00
H 6.388103 1.900725 -1.926156 0.00 0.00 0.00
H 5.700103 4.068600 -0.963901 0.00 0.00 0.00
H 3.641538 4.223273 0.382080 0.00 0.00 0.01
```
Forces are in eV/Å.

Löwdin population analysis, charges in e, atoms 1 to 5:
1 Ta 1.804
2 C -0.054
3 C -0.251
4 C -0.189
5 C -0.014


Entry 6:
A single C5H10N2 molecule, computed with ωB97M-V/def2-TZVPD.

The orbital gap is 9.747 eV. For the energy above the lowest of the compared OMol25 structures with the same formula, charge and spin, the calculation gives 4.769 eV. The largest force on an atom comes out at 0.379 eV/A.

XYZ file:
```
17
Properties=species:S:1:pos:R:3:forces:R:3
C -1.933668 -0.240158 0.205230 -0.01 -0.04 0.10
C -1.134958 -0.006498 -1.065700 -0.14 -0.35 0.07
N 0.205716 1.105904 -1.287220 0.02 -0.16 -0.03
C 0.418815 -0.195438 -0.917653 0.08 0.00 0.00
C 0.938111 -0.502318 0.477511 -0.13 -0.14 -0.10
C 2.178185 0.183829 0.906964 0.27 -0.02 -0.06
N 0.884285 0.554519 1.473467 -0.12 0.17 0.03
H -2.992573 -0.024074 0.036747 0.15 -0.01 -0.01
H -1.576825 0.378208 1.031130 -0.04 -0.07 -0.14
H -1.840030 -1.286818 0.505742 -0.04 0.08 0.03
H -1.446418 -0.572820 -1.944903 0.05 0.14 0.10
H -1.280369 1.077077 -1.381774 0.09 0.17 -0.07
H 0.786328 -0.921870 -1.663928 -0.03 0.19 0.09
H 0.728856 -1.504626 0.851505 0.05 0.14 -0.06
H 2.867330 -0.302894 1.593271 -0.14 0.06 -0.12
H 2.640528 0.866729 0.194597 -0.10 -0.10 0.10
H 0.556691 1.391254 0.985010 0.03 -0.07 0.07
```
Forces are in eV/Å.

Löwdin population analysis, charges in e, atoms 1 to 5:
1 C -0.067
2 C -0.245
3 N 0.095
4 C -0.396
5 C -0.313


- Which of these has the highest largest force on an atom?
  C5H5NO4S